Run a
Below is an isolated molecule of C5H12N2, with properties calculated with wB97M-V/def2-TZVPD.

Computed properties:
Gap between HOMO and LUMO: 4.26 eV
E_LUMO: -2.30 eV
Charge: 0

```
19
Properties=species:S:1:pos:R:3:lowdin_charge:R:1
C 2.57 0.73 0.82 -0.104
C 1.86 -0.38 -0.02 -0.249
C 0.87 0.12 -1.02 -0.057
C -0.48 -0.29 -0.94 -0.241
N -2.87 -1.06 0.76 0.045
C -2.64 0.17 0.01 -0.432
N -1.42 0.76 -0.25 -0.036
H 2.98 0.33 1.75 0.068
H 3.35 1.25 0.28 0.065
H -0.92 1.19 0.52 0.096
H 1.21 -0.79 0.77 0.101
H 1.80 1.44 1.10 0.062
H 2.59 -1.12 -0.36 0.114
H 1.25 0.40 -2.00 0.102
H -1.00 -0.57 -1.85 0.113
H -0.66 -1.20 -0.33 0.108
H -3.54 0.80 0.08 0.129
H -2.14 -1.18 1.48 0.002
H -2.80 -0.60 -0.80 0.116
```

Run b
Below is an isolated molecule of C5H12N2, with properties calculated with wB97M-V/def2-TZVPD.

Computed properties:
Gap between HOMO and LUMO: 9.82 eV
E_LUMO: 1.14 eV
Charge: 0
SMILES: C=CCCNCN

```
19
Properties=species:S:1:pos:R:3:lowdin_charge:R:1
C 1.75 -1.34 -2.10 -0.011
C 0.52 -0.84 -1.88 -0.208
C 0.35 0.62 -1.65 -0.172
C -0.24 0.96 -0.18 -0.235
N -0.65 -0.24 0.52 -0.081
C -1.32 0.01 1.79 -0.336
N -0.50 0.32 2.94 0.006
H 2.01 -2.05 -2.88 0.051
H 2.60 -0.69 -1.89 0.047
H -0.32 -1.52 -1.91 0.096
H 1.29 1.17 -1.65 0.097
H -0.46 1.08 -2.20 0.105
H 0.59 1.47 0.33 0.101
H -0.96 1.76 -0.29 0.101
H 0.23 -0.72 0.68 0.105
H -1.98 0.84 1.54 0.104
H -1.98 -0.87 1.97 0.107
H 0.24 -0.34 3.13 0.060
H -1.16 0.40 3.71 0.064
```

Run c
Below is a structure of composition C5H12N2, with properties calculated with wB97M-V/def2-TZVPD.

Computed properties:
Gap between HOMO and LUMO: 7.66 eV
E_LUMO: 0.18 eV
Charge: 0

```
19
Properties=species:S:1:pos:R:3:lowdin_charge:R:1
C 0.14 -0.49 0.81 -0.391
C -0.34 0.23 -0.44 -0.363
C -1.18 -0.50 -1.45 -0.065
C -0.64 1.67 -0.19 -0.069
N -0.08 -1.94 0.79 0.031
C 1.64 -0.18 0.53 -0.271
N 2.18 0.89 1.10 -0.021
H -0.17 0.00 1.74 0.136
H 1.02 0.24 -0.82 0.196
H 0.38 -2.36 1.59 0.078
H -1.08 -2.14 0.85 0.074
H 2.31 1.65 0.44 0.036
H 2.21 -1.12 0.44 0.123
H -0.76 -1.47 -1.71 0.080
H -2.19 -0.69 -1.04 0.091
H 0.22 2.09 0.37 0.076
H -1.53 1.78 0.45 0.096
H -0.81 2.22 -1.12 0.083
H -1.32 0.11 -2.35 0.081
```

Run d
Below is a cluster of 3 separate species, C5H12N2 in total, with properties calculated with wB97M-V/def2-TZVPD.

Computed properties:
Gap between HOMO and LUMO (alpha / beta): 6.78 / 9.26 eV
E_LUMO (alpha / beta): 0.41 / 0.92 eV
Charge: 0

```
19
Properties=species:S:1:pos:R:3:lowdin_charge:R:1
C 0.16 -0.27 0.03 -0.563
C 0.63 -1.50 -0.69 -0.059
C 0.16 -0.35 1.53 -0.055
C 1.94 1.37 -0.21 0.015
N -0.12 0.88 -0.54 0.065
C -2.93 0.33 -0.27 -0.186
N -2.08 -0.52 -0.59 0.061
H -0.12 0.78 -1.55 0.075
H 1.54 -1.90 -0.24 0.081
H 0.81 -1.30 -1.75 0.082
H -0.15 -2.25 -0.61 0.075
H -0.12 0.61 1.96 0.083
H -0.57 -1.10 1.83 0.085
H 1.13 -0.66 1.91 0.084
H 1.82 1.92 0.71 0.012
H 1.99 1.97 -1.11 0.010
H 2.63 0.54 -0.18 0.016
H -4.01 0.11 -0.34 0.058
H -2.69 1.34 0.12 0.060
```

Stability check: which of them is least stable? run a.

Run a
Below is an isolated molecule of C5H12N2, with properties calculated with wB97M-V/def2-TZVPD.

Computed properties:
Gap between HOMO and LUMO: 9.05 eV
E_LUMO: 1.08 eV
Charge: 0
SMILES: C[C@H](N)C/C=C/N

```
19
Properties=species:S:1:pos:R:3:lowdin_charge:R:1
C -1.48 0.36 1.12 -0.067
C -1.19 -0.69 0.02 -0.472
N -1.94 -1.89 0.36 0.015
C 0.30 -1.08 -0.16 -0.186
C 1.46 -0.12 -0.52 -0.103
C 1.29 1.21 -0.62 -0.217
N 2.30 2.09 -1.05 0.023
H -0.79 0.08 1.92 0.085
H -2.52 0.63 1.32 0.080
H -1.13 1.37 0.89 0.050
H -1.46 -0.39 -1.00 0.130
H -2.08 -2.01 1.35 0.065
H -1.47 -2.70 -0.01 0.060
H 0.54 -1.44 0.85 0.109
H 0.33 -1.74 -1.03 0.103
H 2.32 -0.54 -1.02 0.095
H 0.35 1.69 -0.48 0.087
H 1.91 3.00 -1.21 0.067
H 3.25 2.17 -0.74 0.076
```

Run b
Below is an isolated molecule of C5H12N2, with properties calculated with wB97M-V/def2-TZVPD.

Computed properties:
Gap between HOMO and LUMO: 8.40 eV
E_LUMO: 0.80 eV
Charge: 0
SMILES: C/C(=C/N)CCN

```
19
Properties=species:S:1:pos:R:3:lowdin_charge:R:1
C -0.06 -2.10 -0.72 -0.078
C 0.13 -0.58 -0.67 -0.286
C 0.91 -0.07 -1.68 -0.199
N 1.97 0.81 -1.43 0.060
C -0.89 0.29 0.10 -0.178
C -0.29 0.65 1.44 -0.322
N -1.08 1.56 2.27 -0.012
H 0.69 -2.37 -1.47 0.062
H 0.25 -2.60 0.21 0.078
H -0.94 -2.61 -1.08 0.059
H 0.78 -0.47 -2.70 0.113
H 1.78 1.77 -1.73 0.085
H 2.26 0.81 -0.47 0.072
H -1.10 1.14 -0.56 0.110
H -1.87 -0.17 0.29 0.119
H 0.64 1.24 1.23 0.098
H 0.07 -0.28 1.88 0.108
H -1.24 1.45 3.26 0.057
H -2.01 1.53 1.85 0.054
```

Stability check: which of them is least stable? run b.

Run a
Below is the ion C4H9NO with charge +1, with properties calculated with wB97M-V/def2-TZVPD.

Computed properties:
Gap between HOMO and LUMO (alpha / beta): 12.47 / 7.65 eV
E_LUMO (alpha / beta): -4.28 / -9.13 eV
Charge: +1
Spin multiplicity: 2

```
15
Properties=species:S:1:pos:R:3:lowdin_charge:R:1
N -1.13 0.09 -1.53 0.250
C 0.20 0.17 -1.31 -0.325
C 0.69 0.13 0.16 -0.291
C -0.06 1.10 1.03 -0.046
C 0.53 -1.30 0.68 -0.016
O 0.85 0.14 -2.35 0.370
H -1.83 0.02 -0.81 0.145
H -1.52 0.39 -2.42 0.153
H 1.74 0.40 0.02 0.156
H 0.29 2.13 0.97 0.100
H -1.15 0.94 1.05 0.096
H 0.04 0.85 2.11 0.120
H 1.47 -1.70 1.03 0.103
H 0.11 -1.97 -0.06 0.091
H -0.24 -1.37 1.43 0.093
```

Run b
Below is a cluster of 2 separate species, C4H9NO in total, with properties calculated with wB97M-V/def2-TZVPD.

Computed properties:
Gap between HOMO and LUMO (alpha / beta): 8.39 / 8.49 eV
E_LUMO (alpha / beta): -5.21 / -6.68 eV
Charge: +1
Spin multiplicity: 2

```
15
Properties=species:S:1:pos:R:3:lowdin_charge:R:1
N 1.23 -1.15 1.09 0.173
C 0.85 -0.98 -0.19 -0.076
C -0.33 -0.33 -0.52 -0.063
C -0.77 -0.08 -1.83 -0.079
C -1.77 0.83 -2.07 0.150
H 1.75 -2.01 1.24 0.147
H 0.48 -1.00 1.75 0.115
H 1.49 -1.46 -0.93 0.150
H -0.91 -0.17 0.39 0.127
H -0.19 -0.51 -2.65 0.137
H -1.58 1.64 -2.78 0.102
H -2.77 0.93 -1.66 0.100
H 1.32 1.65 2.21 0.051
H -0.05 1.32 1.82 -0.005
O 0.49 1.37 2.59 -0.028
```

Run c
Below is a cluster of 2 separate species, C4H9NO in total, with properties calculated with wB97M-V/def2-TZVPD.

Computed properties:
Gap between HOMO and LUMO (alpha / beta): 6.36 / 7.40 eV
E_LUMO (alpha / beta): -8.35 / -7.91 eV
Charge: +1
Spin multiplicity: 2

```
15
Properties=species:S:1:pos:R:3:lowdin_charge:R:1
O 0.25 -2.40 1.37 0.166
C 0.08 -1.22 1.04 -0.324
C 1.17 -0.19 0.72 -0.128
C -0.75 -0.46 -0.81 -0.063
C -1.04 0.90 -1.33 -0.162
N 1.20 0.68 1.86 0.320
H -0.64 -0.60 1.51 0.126
H 2.05 -0.62 0.18 0.185
H -0.15 -1.03 -1.64 0.152
H -1.74 -0.99 -0.90 0.128
H -0.09 1.42 -1.78 0.114
H -1.22 1.65 -0.50 0.105
H -1.71 0.91 -2.23 0.124
H 0.56 0.73 0.58 0.152
H 2.03 1.22 1.92 0.106
```

Stability check: which of them is least stable? run c.

Run a
Below is an isolated molecule of C25H32N4O4, with properties calculated with wB97M-V/def2-TZVPD.

Computed properties:
Gap between HOMO and LUMO: 8.97 eV
E_LUMO: 0.42 eV
Charge: 0
SMILES: C/C=C/C=C/C(=O)N1C[C@]2(CC(c3cccc(NC(=O)CCCCC)c3)=NO2)C[C@H]1C(N)=O

```
65
Properties=species:S:1:pos:R:3:lowdin_charge:R:1
C -11.15 -1.80 -0.47 -0.102
C -9.73 -1.82 -0.91 -0.148
C -8.71 -1.32 -0.21 -0.117
C -7.34 -1.35 -0.66 -0.068
C -6.31 -0.86 0.03 0.006
C -4.95 -0.93 -0.53 -0.449
O -4.68 -1.49 -1.58 0.056
N -3.96 -0.33 0.19 -0.008
C -2.60 -0.36 -0.31 -0.049
C -1.90 0.81 0.39 -0.385
C -0.38 0.71 0.48 -0.016
C 0.04 1.92 -0.32 -0.217
C 1.41 2.31 -0.57 -0.157
C 1.69 3.43 -1.35 -0.028
C 3.00 3.79 -1.60 -0.072
C 4.04 3.05 -1.07 -0.026
C 3.77 1.93 -0.28 -0.207
N 4.86 1.21 0.23 0.128
C 4.85 0.11 1.05 -0.472
O 3.85 -0.41 1.49 0.075
C 6.25 -0.41 1.33 -0.117
C 6.75 -1.23 0.14 -0.208
C 8.14 -1.80 0.39 -0.236
C 8.64 -2.64 -0.78 -0.278
C 10.03 -3.21 -0.52 -0.118
C 2.45 1.56 -0.04 0.049
N -0.96 2.59 -0.75 0.141
O -2.14 2.01 -0.38 -0.088
C -2.65 0.90 1.73 -0.016
C -4.08 0.42 1.43 -0.184
C -5.05 1.61 1.32 -0.536
N -4.94 2.31 0.18 0.211
O -5.83 1.87 2.21 0.056
H -11.54 -2.82 -0.42 0.075
H -11.25 -1.34 0.51 0.073
H -11.76 -1.25 -1.19 0.075
H -9.54 -2.27 -1.88 0.107
H -8.88 -0.87 0.76 0.115
H -7.15 -1.80 -1.63 0.121
H -6.45 -0.41 0.99 0.100
H -2.11 -1.31 -0.04 0.144
H -2.60 -0.27 -1.39 0.144
H 0.01 -0.21 0.04 0.135
H -0.02 0.78 1.51 0.134
H 0.87 4.00 -1.76 0.109
H 3.22 4.66 -2.20 0.106
H 5.06 3.33 -1.27 0.109
H 5.76 1.56 -0.05 0.141
H 6.93 0.42 1.53 0.120
H 6.20 -1.04 2.21 0.125
H 6.77 -0.62 -0.76 0.114
H 6.05 -2.05 -0.04 0.125
H 8.12 -2.42 1.29 0.118
H 8.84 -0.98 0.57 0.117
H 8.66 -2.03 -1.68 0.108
H 7.94 -3.46 -0.96 0.109
H 10.36 -3.81 -1.37 0.067
H 10.02 -3.84 0.36 0.071
H 10.75 -2.41 -0.37 0.070
H 2.26 0.70 0.57 0.096
H -2.17 0.24 2.45 0.131
H -2.64 1.92 2.12 0.143
H -4.45 -0.22 2.24 0.157
H -4.18 2.16 -0.46 0.093
H -5.51 3.14 0.07 0.123
```

Run b
Below is an isolated molecule of C25H32N4O4, with properties calculated with wB97M-V/def2-TZVPD.

Computed properties:
Gap between HOMO and LUMO: 8.62 eV
E_LUMO: 0.58 eV
Charge: 0
SMILES: COc1ccc(C[C@@H](NC(C)=O)C(=O)NC2CCN(C(=O)NCc3ccccc3)CC2)cc1

```
65
Properties=species:S:1:pos:R:3:lowdin_charge:R:1
C 3.14 -0.94 5.89 -0.096
O 2.26 -1.95 5.48 -0.087
C 1.39 -1.69 4.46 -0.273
C 0.58 -2.74 4.06 0.003
C -0.33 -2.58 3.03 -0.041
C -0.45 -1.36 2.38 -0.238
C -1.37 -1.19 1.21 -0.073
C -0.59 -1.52 -0.09 -0.203
N -0.16 -2.89 -0.10 0.105
C 1.11 -3.28 0.13 -0.532
C 1.32 -4.77 0.00 0.008
O 1.99 -2.50 0.42 0.046
C -1.48 -1.28 -1.31 -0.430
O -1.92 -2.19 -1.98 0.065
N -1.72 0.02 -1.54 0.130
C -2.62 0.48 -2.59 -0.277
C -1.94 1.53 -3.49 -0.090
C -2.32 2.95 -3.07 -0.146
N -2.41 3.03 -1.62 -0.049
C -1.27 3.00 -0.84 -0.529
O -1.21 2.36 0.20 0.032
N -0.26 3.81 -1.24 0.096
C 1.08 3.61 -0.72 -0.124
C 1.74 2.44 -1.40 -0.216
C 2.03 2.49 -2.76 -0.061
C 2.55 1.40 -3.41 -0.089
C 2.80 0.23 -2.71 -0.078
C 2.53 0.16 -1.36 -0.068
C 1.99 1.26 -0.71 -0.035
C -3.57 2.30 -1.13 -0.136
C -3.90 1.06 -1.98 -0.106
C 0.35 -0.31 2.79 -0.028
C 1.27 -0.46 3.82 -0.011
H 3.79 -0.62 5.07 0.096
H 3.75 -1.38 6.67 0.091
H 2.61 -0.07 6.29 0.093
H 0.69 -3.69 4.56 0.117
H -0.95 -3.41 2.73 0.114
H -1.72 -0.16 1.16 0.108
H -2.23 -1.86 1.29 0.130
H 0.30 -0.89 -0.14 0.132
H -0.84 -3.54 -0.48 0.144
H 0.70 -5.30 0.73 0.079
H 1.04 -5.11 -1.00 0.082
H 2.36 -5.01 0.18 0.082
H -1.39 0.70 -0.86 0.100
H -2.86 -0.42 -3.17 0.144
H -2.23 1.37 -4.53 0.115
H -0.85 1.39 -3.42 0.110
H -1.60 3.67 -3.47 0.109
H -3.30 3.22 -3.47 0.126
H -0.33 4.26 -2.14 0.120
H 0.98 3.42 0.35 0.120
H 1.65 4.53 -0.88 0.127
H 1.84 3.41 -3.31 0.109
H 2.77 1.45 -4.47 0.101
H 3.21 -0.63 -3.22 0.103
H 2.72 -0.75 -0.80 0.084
H 1.77 1.20 0.35 0.106
H -3.36 2.02 -0.09 0.117
H -4.43 2.99 -1.13 0.124
H -4.58 1.32 -2.79 0.114
H -4.38 0.31 -1.36 0.121
H 0.26 0.65 2.30 0.109
H 1.88 0.38 4.11 0.102
```

Stability check: which of them is least stable? run a.